[1]
DFT (ωB97M-V/def2-TZVPD) results for a 2-piece molecular cluster, C24H36BrCl2F13N6O5P3S2 overall in a non-equilibrium geometry.

```
92
Properties=species:S:1:pos:R:3:forces:R:3
Br -1.89496 -3.88071 2.85235 0.5 0.4 -0.2
Cl -0.52915 2.00457 -4.97309 0.1 0.2 0.1
Cl 0.50212 -1.21028 -2.91054 -0.1 0.2 0.0
S -5.46147 1.08879 -0.31206 0.3 -0.1 -0.2
S -2.43419 3.84713 1.26565 -0.1 -0.3 -0.5
P -2.63750 -2.13034 1.68377 -1.5 0.2 -0.4
P -3.99105 1.73330 -1.43066 -2.1 -0.8 1.5
P -0.85440 2.88465 0.74765 -1.7 1.2 1.2
F 6.20239 1.48839 1.08797 0.6 0.5 -0.5
F 7.25089 -1.02942 2.92608 0.5 1.0 0.7
F 6.76554 -0.72547 0.30772 0.7 0.1 -0.4
F 4.95643 0.69872 -1.24389 0.7 -0.5 0.2
F 3.97904 2.56576 -0.89889 0.1 0.8 -0.1
F 2.95234 0.26055 1.34368 -0.4 -0.7 0.0
F 6.79584 -2.75622 1.78779 0.0 -0.6 -0.4
F 5.19852 0.76479 2.81759 -0.3 -0.3 0.9
F 3.67075 2.26108 1.44857 -0.2 0.7 0.4
F 3.95416 -1.75470 2.99364 -0.6 0.0 -0.5
F 5.43202 -1.57583 4.52646 0.0 0.3 0.4
F 5.21151 -3.42794 3.52380 -0.2 -1.0 -0.3
F 4.79280 -1.49386 0.46782 -1.0 -0.4 0.0
O -0.50942 1.75447 1.87742 1.0 -0.2 -0.9
O -1.45951 -3.14350 -1.49586 0.0 0.5 0.3
O -2.99465 -1.04759 2.83527 0.9 -0.2 -0.3
O -3.68163 -5.89888 7.98426 0.0 0.0 0.0
O 0.39899 3.86154 0.76909 0.4 -0.9 0.0
N 0.09786 -0.16937 -0.38823 -1.3 1.9 1.1
N -4.15394 -6.37108 5.81792 0.0 0.0 0.0
N -3.44540 -4.65572 -0.49095 -0.6 0.1 0.2
N -1.14530 -1.46107 1.01232 0.2 -0.6 0.9
N -2.51991 -4.82494 6.36064 0.1 0.1 0.0
N -2.19699 -0.31432 -0.75943 0.2 -0.3 -0.3
C 5.29197 0.62359 1.49520 -0.6 -0.3 -0.2
C 1.65398 0.54946 -4.82721 0.1 0.9 -0.1
C -0.01664 0.51389 -2.77580 0.5 0.2 0.2
C -1.09294 -0.67697 -0.05915 0.2 -1.0 -0.4
C -0.81203 5.43060 -2.70616 0.5 -0.7 -0.3
C 1.47061 1.64441 -0.95732 0.7 -1.2 -0.8
C 5.17273 -2.13715 3.35087 0.9 1.0 1.0
C 0.09565 1.04813 -1.28060 0.7 -1.0 -0.1
C -3.86490 -3.45284 -1.15121 0.5 0.0 -0.3
C -3.46897 -5.71368 6.80471 0.0 0.0 0.0
C 6.26726 -1.65687 2.33788 -1.0 -1.1 -0.8
C -0.86425 6.28148 -1.54434 -0.8 2.2 3.0
C -2.40945 1.14115 -0.62815 1.0 0.5 -0.6
C 2.64011 0.67427 -1.28364 -0.1 1.0 0.7
C 5.73113 -0.83091 1.13770 1.1 0.7 0.1
C 3.93070 1.06730 0.90259 0.7 0.5 0.0
C -1.35963 3.11784 -1.93216 1.1 0.2 0.2
C -0.99981 6.98667 -0.54706 0.2 -2.0 -2.9
C -2.71641 -2.62844 -1.88591 -0.7 -0.9 0.5
C -2.93731 -1.11246 -1.73786 -0.7 -0.3 -0.7
C 0.74659 1.32779 -3.86841 -0.4 -0.8 -0.9
C -1.09353 2.00050 -0.89440 0.4 -0.3 0.0
C -0.20208 4.03667 -2.36635 -0.2 1.1 -0.2
C 3.89317 1.25481 -0.64662 -0.7 -0.6 -0.5
H -4.06969 3.12952 -1.46104 0.7 -0.1 -0.4
H -4.40184 -2.80840 -0.46441 0.0 0.1 0.2
H 1.35139 2.13958 -3.49064 -0.3 0.2 0.3
H -1.23423 7.62983 0.25564 0.1 0.2 0.4
H 1.14204 3.56153 1.31323 0.1 0.1 0.0
H -2.80961 -4.49681 0.27060 0.3 -0.2 -0.1
H -2.87619 -2.86116 -2.93517 0.1 0.3 -0.3
H 2.04091 1.30390 -5.50946 0.1 0.0 -0.1
H -2.32506 -4.65401 5.39337 -0.1 0.0 0.1
H 0.62694 0.02470 0.46052 0.5 -0.3 -0.2
H 1.09903 -0.14391 -5.44138 0.0 -0.4 0.2
H 1.69211 2.53131 -1.52898 -0.3 0.4 0.3
H -4.85441 -7.02728 6.10830 0.0 0.0 0.0
H 1.55560 1.81690 0.10697 -0.3 0.5 0.1
H -0.95464 -3.32329 -2.28915 0.2 0.0 0.0
H -0.23001 5.89910 -3.49399 0.1 0.1 -0.1
H -3.09906 -5.35388 -1.12734 0.2 -0.1 0.1
H 2.51769 0.11465 -4.33834 -0.1 -0.4 0.1
H 2.83928 0.68021 -2.34639 0.0 -0.4 -0.2
H 0.30499 3.73666 -3.27399 -0.1 -0.4 0.1
H -4.00759 -1.02738 -1.54327 -0.1 0.2 0.3
H -2.05558 3.80005 -1.45797 -0.4 -0.1 0.0
H -2.68660 1.25586 0.41715 -0.5 0.4 0.0
H -2.82939 -0.65213 -2.72421 0.5 0.1 0.0
H -4.58386 -3.74949 -1.90961 -0.1 0.1 -0.2
H -4.12467 1.22500 -2.73562 0.7 0.4 -0.1
H -1.23595 1.12265 1.93470 -0.2 0.2 0.4
H -3.99377 -6.23175 4.83924 0.0 0.0 0.0
H -2.00092 -4.32706 7.05914 0.0 0.0 0.0
H -1.80806 5.27180 -3.11205 -0.2 0.2 -0.1
H -1.06388 0.50308 -3.04437 -0.1 -0.1 0.0
H 2.51540 -0.31187 -0.85459 -0.1 -0.3 -0.5
H -2.24830 -0.87712 3.43064 -0.3 0.1 0.4
H -1.77763 2.70903 -2.85016 -0.3 -0.1 0.1
H 0.54720 4.23198 -1.60678 0.0 -0.2 0.2
H -0.26930 -1.67355 1.47895 0.1 -0.1 -0.2
```
Forces are in eV/Å.

- Frontier orbital gap: 7.588 eV
- Total charge: +1
- HOMO energy: -11.42 eV

---

[2]
DFT (ωB97M-V/def2-TZVPD) results for a 2-piece molecular cluster, C4H9O3PS overall in a non-equilibrium geometry.

```
18
Properties=species:S:1:pos:R:3:forces:R:3
S 1.99241 -0.28159 1.31380 0.0 0.5 -0.4
P -0.89351 0.22785 -0.59176 1.6 -1.1 1.5
O -1.72287 1.27959 -1.15571 0.1 0.9 -0.1
O -0.82551 -1.02136 -1.58812 0.1 0.1 0.1
O -1.49017 -0.47926 0.77534 0.4 0.1 -0.8
C 1.44220 0.64497 0.14691 -2.3 -1.0 -1.3
C -0.36171 -2.29068 -1.08257 2.2 1.7 2.9
C 2.04648 1.58406 -0.83186 -3.2 4.1 2.1
C -1.52790 0.34104 1.91862 1.2 -0.4 3.2
H -0.89686 -3.09706 -1.55566 0.4 -0.2 -0.3
H -1.68884 1.34542 1.62046 -0.4 1.1 0.0
H -0.56369 -2.20991 0.02319 -0.2 -1.0 -1.1
H 2.36056 2.58285 -0.30846 -0.4 -1.8 -0.5
H 0.80899 -2.25283 -1.02613 -2.1 -0.7 -1.0
H -2.29043 0.03905 2.71952 0.6 0.1 -1.8
H 2.84538 1.28846 -1.36053 3.1 -1.6 -1.6
H 1.30155 1.98601 -1.55886 0.3 -0.6 0.5
H -0.53608 0.31338 2.54180 -1.5 -0.1 -1.5
```
Forces are in eV/Å.

- Relative energy (zero: lowest compared OMol25 entry of this formula, charge and spin): 3.217 eV
- Frontier orbital gap: 7.677 eV
- HOMO energy: -8.41 eV

---

[3]
DFT (ωB97M-V/def2-TZVPD) results for C30H30AgIN2O3P2 as an isolated structure.

```
69
Properties=species:S:1:pos:R:3:forces:R:3
I -2.73953 4.30807 3.43878 0.0 0.0 0.0
Ag -0.47775 2.83326 0.85916 0.0 0.7 0.5
P 0.54518 -2.13797 -1.44852 0.1 0.0 0.1
P -0.13136 0.08103 0.69708 0.1 -0.6 0.1
O 3.01878 3.31449 -1.72955 -0.2 0.0 0.1
O 1.24165 2.40149 -0.71208 0.3 0.3 -0.4
O -0.76619 6.30956 -1.95010 0.0 -0.2 0.3
N 0.01199 4.80884 -0.33644 0.1 0.0 -0.4
N -2.70453 3.95765 -0.27249 0.1 0.2 -0.2
C 0.09806 -6.13128 -2.29908 0.0 0.1 0.0
C -1.56112 0.95642 -1.44449 0.0 0.0 0.0
C -1.53275 -0.84813 3.11848 0.0 0.0 0.0
C -0.44557 -0.23661 2.49660 0.0 -0.1 -0.1
C 1.34935 4.80241 -0.89227 -0.2 0.0 0.1
C -1.20400 2.81079 2.94326 0.0 -0.3 -0.2
C 1.91854 3.39877 -1.14274 -0.1 -0.4 0.1
C -2.60711 1.05416 -2.35649 0.0 0.0 0.0
C -3.96213 -0.33770 -0.94989 0.0 0.0 0.0
C -2.91101 -0.44942 -0.04813 0.0 0.0 -0.1
C -1.70097 0.20635 -0.27097 0.0 -0.1 0.0
C -1.52948 -1.10292 4.48554 0.0 0.0 0.0
C 0.64813 0.11007 3.29386 0.0 0.0 0.1
C -0.89663 5.52386 -0.96586 0.2 0.1 -0.1
C 1.29366 -4.65723 -0.28074 0.0 -0.2 0.1
C 4.67541 -2.09854 -1.92882 -0.1 0.0 0.0
C 4.95005 -0.73553 -1.90225 -0.1 -0.1 0.0
C 0.66237 -0.15481 4.65789 0.0 0.0 -0.1
C 2.31773 -1.64634 -1.60269 0.0 0.0 0.0
C 2.60428 -0.27334 -1.61868 -0.1 -0.2 -0.1
C 1.31351 -6.04579 -0.23496 0.0 0.1 0.0
C 0.67567 -3.98077 -1.33225 0.0 0.1 0.0
C 3.36619 -2.55239 -1.78910 0.0 0.1 0.1
C 0.07970 -4.73793 -2.33476 0.0 -0.2 -0.1
C 0.71475 -6.78767 -1.24693 0.0 0.0 0.0
C -3.81347 0.41537 -2.10870 0.0 0.0 0.1
C -2.30692 5.37460 -0.37157 0.0 -0.2 0.0
C -0.43021 -0.76308 5.26109 0.0 0.0 -0.1
C 3.90961 0.17603 -1.76172 0.2 0.1 -0.1
C 0.18380 -1.76314 0.33267 0.0 0.2 -0.2
H -2.40611 -1.12666 2.54767 0.0 0.0 0.0
H 3.16799 -3.61711 -1.82898 0.0 0.0 0.0
H -0.41184 -4.22263 -3.15300 0.0 0.0 0.0
H -2.30524 5.79253 0.63628 0.0 0.0 0.1
H 4.08111 1.25005 -1.78849 -0.1 0.0 0.1
H -1.71928 1.90941 3.27448 0.0 0.0 0.0
H 1.76952 -4.09070 0.51126 0.0 0.0 0.0
H -4.63548 0.50418 -2.81076 0.0 0.0 0.0
H -2.98116 5.96537 -0.99567 -0.1 0.1 -0.1
H 1.40859 5.35255 -1.83237 0.0 0.1 -0.1
H 1.52503 0.12437 5.25211 0.0 0.0 0.0
H 1.49089 0.61032 2.82600 0.0 0.0 0.0
H -3.05140 -1.06635 0.82743 0.0 0.0 0.0
H 1.79818 -6.55209 0.59230 0.0 0.0 0.0
H -2.39515 -1.56810 4.94494 0.0 0.0 0.0
H -0.37277 -6.70114 -3.09161 0.0 0.0 0.0
H 0.73545 -7.87088 -1.21482 0.0 0.0 0.0
H -0.45303 3.02643 3.70440 0.1 0.1 0.0
H 5.97082 -0.38459 -2.01189 0.0 0.0 0.0
H 1.02012 -2.05449 0.96853 0.1 0.0 0.1
H 5.47985 -2.81421 -2.06746 0.0 0.0 0.0
H -2.47520 1.64425 -3.25678 0.0 0.0 0.0
H -0.69370 -2.35379 0.61086 0.0 -0.1 0.0
H -3.64595 3.86535 0.08529 -0.1 0.0 0.1
H -0.42932 -0.96057 6.32662 0.0 0.0 0.0
H 1.82492 0.48123 -1.53499 0.1 0.0 0.2
H 2.05222 5.27765 -0.19616 0.1 0.1 0.0
H -2.68925 3.55150 -1.20055 0.0 -0.1 0.0
H -4.89782 -0.84871 -0.74974 0.0 0.0 0.0
H -0.61967 1.47426 -1.62706 -0.1 0.0 0.0
```
Forces are in eV/Å.

- Relative energy (zero: lowest compared OMol25 entry of this formula, charge and spin): 0.375 eV
- Frontier orbital gap: 5.235 eV
- Total charge: -2
- HOMO energy: -1.32 eV

---

Number 1: lowest unoccupied orbital energy -3.8 eV. Number 2: lowest unoccupied orbital energy -0.7 eV. Number 3: lowest unoccupied orbital energy 3.9 eV.